Entry 1:
Here is C34H29LaN5S as an isolated structure from the Open Molecules 2025 dataset. Energies are from ωB97M-V/def2-TZVPD.

Each line ends with the natural charge from an NBO analysis.
Element x y z (Å)
La  0.33772  -0.61753  -1.00102  1.994
C  -2.77671  -2.31034  2.51399  -0.679
C  -1.55390  -2.17473  1.66167  0.232
N  -1.60270  -2.09813  0.38499  -0.298
N  -2.80729  -2.41938  -0.20008  -0.465
C  -3.28423  -1.58575  -1.07933  0.277
N  -4.31855  -2.09076  -1.84047  -0.816
S  -2.85422  0.06788  -1.32724  -0.397
C  -0.20439  -2.22130  2.28962  0.176
C  -0.03808  -2.08730  3.66141  -0.240
C  1.22847  -2.23753  4.20430  -0.156
C  2.28548  -2.53742  3.36773  -0.260
C  2.03259  -2.62355  2.00697  0.077
N  0.82702  -2.45946  1.47652  -0.437
H  -3.65555  -2.07773  1.92162  0.251
H  -2.72587  -1.62237  3.36033  0.220
H  -2.87856  -3.32749  2.90541  0.221
H  -4.74481  -2.93090  -1.48275  0.378
H  -4.93572  -1.40060  -2.23247  0.388
H  -0.88079  -1.84878  4.29562  0.219
H  1.38143  -2.11784  5.26962  0.210
H  3.29008  -2.67110  3.74703  0.215
H  2.83500  -2.79768  1.30164  0.219
C  3.85339  -0.68117  -1.60125  -0.295
C  3.98067  -1.84981  -0.81953  -0.344
C  3.01485  -2.76844  -1.25341  -0.305
C  2.27356  -2.17230  -2.30194  -0.490
C  2.81882  -0.87628  -2.52668  -0.409
H  4.44303  0.21940  -1.49652  0.206
H  4.69151  -2.00053  -0.01754  0.197
H  2.85591  -3.76649  -0.86509  0.205
H  1.62785  -2.70490  -2.98930  0.224
H  2.55832  -0.21563  -3.34122  0.238
C  -0.86287  4.13665  -0.63763  -0.273
C  -1.75491  4.21172  -1.69997  -0.156
C  -1.67183  3.28224  -2.71923  -0.254
C  -0.69212  2.28872  -2.65608  0.255
N  0.12674  2.18073  -1.59493  -0.505
C  0.04472  3.09572  -0.62412  0.067
C  -0.56695  1.29287  -3.75589  -0.128
C  -0.75769  1.73646  -5.06750  -0.207
C  -0.73091  0.83141  -6.11943  -0.254
C  -0.52052  -0.51386  -5.83840  -0.237
C  -0.29339  -0.91877  -4.52669  -0.179
C  -0.28694  -0.04175  -3.43575  -0.502
H  -0.89517  4.83911  0.18429  0.216
H  -2.51913  4.98020  -1.72245  0.206
H  -2.37245  3.28498  -3.54269  0.223
H  0.73130  2.96571  0.20256  0.219
H  -0.90755  2.79265  -5.27108  0.193
H  -0.86474  1.17099  -7.14001  0.195
H  -0.51160  -1.24159  -6.64413  0.193
H  -0.10428  -1.97876  -4.36161  0.177
C  -1.47390  2.42698  3.99829  -0.242
C  -1.98474  1.87160  2.80100  -0.240
C  -1.13771  1.28619  1.90175  -0.213
C  0.26823  1.20142  2.12416  -0.010
C  1.12157  0.54098  1.16553  -0.544
C  2.46131  0.51845  1.50278  -0.274
C  2.98485  1.11324  2.68065  -0.222
C  2.16099  1.72580  3.57925  -0.251
C  0.76633  1.77458  3.32739  -0.012
C  -0.13110  2.38143  4.24776  -0.222
H  -2.14592  2.89383  4.70959  0.198
H  -3.04739  1.91335  2.59115  0.208
H  -1.55806  0.87608  0.98754  0.228
H  3.17178  0.02859  0.84359  0.217
H  4.05327  1.07050  2.87140  0.194
H  2.55243  2.17467  4.48707  0.190
H  0.27399  2.81274  5.15921  0.192

Summary:
- Strongest force on any atom: 0.90 eV/A
- E_LUMO: 0.0945 Eh
- Net charge: -1
- Highest occupied orbital energy: -4.535 eV
- Gap between HOMO and LUMO: 7.106 eV
- Energy above the lowest of the compared OMol25 structures with the same formula, charge and spin: 12.60 kcal per mole


Entry 2:
Here is one molecule with the formula C4H8O2 from the Open Molecules 2025 dataset. Energies are from ωB97M-V/def2-TZVPD.

Each line ends with the natural charge from an NBO analysis.
Element x y z (Å)
C  1.34478  0.42115  -0.55408  -0.633
C  0.03846  -0.33188  -0.35660  0.203
O  -0.37656  -1.12613  -1.44094  -0.703
C  -0.38236  -0.80380  1.01169  -0.462
C  -1.09271  0.34381  0.36262  0.067
O  -0.88953  1.59164  0.95012  -0.697
H  2.04933  0.26600  0.26914  0.216
H  1.17234  1.50031  -0.63229  0.206
H  1.81663  0.09096  -1.48426  0.230
H  -0.13628  -2.04233  -1.24541  0.470
H  -0.90070  -1.75734  1.08757  0.219
H  0.26333  -0.54835  1.84813  0.229
H  -2.08332  0.15660  -0.05156  0.184
H  -0.82341  2.23936  0.23588  0.470

Summary:
- Strongest force on any atom: 0.32 eV/A
- E_LUMO: 0.0317 Eh
- Net charge: 0
- Highest occupied orbital energy: -9.595 eV
- Gap between HOMO and LUMO: 10.459 eV
- Energy above the lowest of the compared OMol25 structures with the same formula, charge and spin: 43.68 kcal per mole


Entry 3:
Here is C29H27N3O5PdS2Te as an isolated structure from the Open Molecules 2025 dataset. Energies are from ωB97M-V/def2-TZVPD.

Each line ends with the Mulliken spin population.
Element x y z (Å)
Pd  -1.14884  -0.19721  0.43152  1.320
N  -0.54987  -3.43415  1.04835  0.004
C  -1.16002  -2.82460  2.15222  -0.005
C  -1.31531  -3.58085  3.31762  0.005
C  -1.85494  -2.97576  4.43044  -0.003
C  -2.24857  -1.64184  4.36666  0.001
C  -2.07297  -0.97109  3.17837  -0.014
N  -1.52772  -1.55403  2.09879  0.109
C  -0.68805  -3.20708  -0.32776  -0.016
C  -0.50157  -4.29088  -1.19110  0.003
C  -0.57130  -4.07899  -2.55093  -0.003
C  -0.84088  -2.80331  -3.03460  0.003
C  -1.01656  -1.79374  -2.11577  -0.023
N  -0.92558  -1.98812  -0.79393  0.110
H  -0.28443  -4.38523  1.24572  0.000
H  -1.01458  -4.62048  3.33585  0.001
H  -1.97617  -3.54193  5.34471  0.000
H  -2.67640  -1.13464  5.21841  0.000
H  -2.35043  0.06823  3.04085  0.006
H  -0.31159  -5.27795  -0.78979  0.001
H  -0.42570  -4.90779  -3.23131  0.000
H  -0.90645  -2.58814  -4.09147  0.000
H  -1.22238  -0.77577  -2.41012  0.016
C  1.19805  2.72565  -2.61687  -0.002
S  1.75118  1.10881  -3.15155  0.000
O  1.54789  0.17589  -1.99397  -0.003
C  0.45921  0.76041  -4.34619  0.000
C  -0.88136  1.03585  -4.09285  -0.006
C  -1.83283  0.66587  -5.03029  -0.001
C  -1.44984  0.03327  -6.20912  0.000
C  -0.11146  -0.23483  -6.45556  0.000
C  0.84735  0.12931  -5.51864  0.000
H  1.08402  3.36025  -3.49557  0.000
H  1.97150  3.12738  -1.96304  0.000
H  0.25951  2.61982  -2.07015  0.001
H  -1.19130  1.49578  -3.15962  0.001
H  -2.87754  0.87060  -4.83474  0.000
H  -2.19958  -0.24820  -6.93759  0.000
H  0.18655  -0.72309  -7.37426  0.000
H  1.89716  -0.07528  -5.69325  0.000
O  -1.44759  1.54660  -1.01222  0.105
S  -2.59673  1.77881  -0.03006  -0.034
O  -3.35303  2.96096  -0.31378  0.015
O  -1.88997  1.80212  1.31565  0.119
O  -3.36157  0.50140  -0.05008  0.105
Te  1.51406  -0.05003  0.87074  0.220
C  1.99715  1.98520  0.66376  0.007
C  1.03205  2.97880  0.76618  -0.012
C  1.40970  4.30767  0.61302  0.001
C  2.73054  4.63818  0.34626  0.002
C  3.68876  3.63824  0.23378  0.001
C  3.32345  2.30950  0.39405  -0.017
C  1.29296  -0.03513  2.97720  0.007
C  0.72036  1.02690  3.66787  -0.010
C  0.51721  0.93290  5.03696  -0.004
C  0.86155  -0.22619  5.72029  0.010
C  1.41835  -1.29296  5.03105  -0.004
C  1.63971  -1.19622  3.66248  -0.011
H  -0.00639  2.72421  0.94786  -0.007
H  0.65904  5.08356  0.69256  0.000
H  3.01589  5.67531  0.22325  0.000
H  4.71954  3.89072  0.02014  0.000
H  4.06916  1.52930  0.30217  0.001
H  0.41724  1.92362  3.14216  0.005
H  0.07681  1.76620  5.56970  0.000
H  0.69823  -0.29573  6.78829  0.001
H  1.69005  -2.19952  5.55778  0.000
H  2.09529  -2.02660  3.13350  -0.002

Summary:
- Strongest force on any atom: 0.38 eV/A
- E_LUMO (alpha / beta): 0.0037 / -0.0164 Eh
- Net charge: 0
- 2S+1: 3
- <S²>: 2.008
- Highest occupied orbital energy (alpha / beta): -7.482 / -8.382 eV
- Gap between HOMO and LUMO (alpha / beta): 7.583 / 7.937 eV
- Energy above the lowest of the compared OMol25 structures with the same formula, charge and spin: 1.13 kcal per mole


Entry 4:
Here is C28H37BBrClMoN8OSe4 as an isolated structure from the Open Molecules 2025 dataset. Energies are from ωB97M-V/def2-TZVPD.

Each line ends with the Mulliken spin population.
Element x y z (Å)
Mo  1.11020  -1.01897  0.55176  1.000
C  2.45817  -4.44732  -2.12213  0.005
C  2.03563  -3.16994  -2.76288  0.008
C  2.22509  -2.76270  -4.09368  -0.004
C  1.63454  -1.51982  -4.17720  0.002
C  1.53458  -0.58841  -5.33518  0.000
N  1.12718  -1.22823  -2.95846  0.004
N  1.37719  -2.24155  -2.08640  -0.003
B  0.36665  0.01658  -2.51471  -0.057
N  1.35544  0.93042  -1.73505  -0.011
N  2.21122  0.30707  -0.87752  0.035
C  3.26818  1.09726  -0.71502  -0.013
C  4.42754  0.70142  0.13313  0.018
C  3.10647  2.25610  -1.47945  0.006
C  1.89110  2.10532  -2.12297  0.015
C  1.21208  3.02548  -3.07843  0.000
N  -0.85699  -0.42209  -1.67348  0.023
N  -0.68974  -1.28659  -0.62360  0.071
C  -1.77988  -2.04572  -0.54302  -0.041
C  -1.93111  -3.21454  0.36756  0.032
C  -2.69771  -1.64153  -1.51676  -0.005
C  -2.07716  -0.62951  -2.21461  0.004
C  -2.59407  0.14424  -3.37905  0.000
H  1.74900  -4.74763  -1.35197  -0.002
H  2.52100  -5.24048  -2.86646  0.001
H  3.43420  -4.35144  -1.64326  0.003
H  2.71705  -3.30280  -4.88322  0.000
H  2.07531  -1.00121  -6.18504  0.000
H  1.96779  0.38529  -5.10260  0.000
H  0.49952  -0.42683  -5.63827  0.000
H  -0.03646  0.62632  -3.45328  0.000
H  4.17732  -0.13181  0.78729  -0.009
H  4.77649  1.53398  0.74402  0.001
H  5.25823  0.38224  -0.49866  0.001
H  3.78719  3.08346  -1.56770  0.001
H  1.85511  3.87717  -3.29053  0.000
H  0.27550  3.39911  -2.66144  0.001
H  0.97606  2.52604  -4.01665  0.000
H  -1.07171  -3.36006  1.01731  -0.030
H  -2.02958  -4.11150  -0.24641  0.004
H  -2.82906  -3.12905  0.98035  -0.001
H  -3.67727  -2.04833  -1.69426  0.000
H  -3.66514  -0.02507  -3.47721  0.000
H  -2.11207  -0.16066  -4.30768  0.000
H  -2.42076  1.21243  -3.25100  0.000
Se  -0.11188  -1.72270  2.79349  -0.022
Se  1.45010  -2.08620  4.45226  0.243
Se  1.73135  -4.24210  2.05683  0.725
Se  2.87669  -2.62756  0.95270  -0.053
Br  -5.84483  -0.56262  2.17401  0.000
C  -4.62936  0.57101  1.27770  -0.001
C  -5.06527  1.72746  0.65252  0.000
C  -4.12294  2.49327  -0.01364  0.000
C  -2.80564  2.06058  -0.02461  -0.002
N  -2.38878  0.95931  0.58775  0.019
C  -3.28397  0.22935  1.23437  -0.017
H  -6.10749  2.01225  0.68257  0.000
H  -4.40482  3.40250  -0.52458  0.000
H  -2.05168  2.62365  -0.56581  0.000
H  -2.92690  -0.66580  1.72837  0.006
C  -1.45862  1.60049  4.69266  0.001
C  -1.24259  0.10589  4.55427  -0.011
C  -2.49334  -0.69287  4.87240  0.000
O  -0.82323  -0.09437  3.19578  -0.010
H  -1.78553  1.84072  5.70463  0.000
H  -2.22288  1.94455  3.99344  0.001
H  -0.53614  2.14485  4.49143  -0.001
H  -0.42907  -0.21459  5.21598  0.008
H  -3.32229  -0.38075  4.23798  0.001
H  -2.78551  -0.54671  5.91207  -0.001
H  -2.32474  -1.76124  4.72399  0.000
Cl  3.98981  1.91917  4.58374  -0.001
C  2.73896  1.91655  3.39748  -0.001
C  2.05283  3.07552  3.07993  0.008
C  1.04392  3.01401  2.12627  -0.006
C  0.77836  1.80697  1.51474  0.050
N  1.47568  0.70550  1.82133  -0.019
C  2.43053  0.72861  2.75154  0.060
H  2.29794  4.00287  3.57724  0.000
H  0.46561  3.88786  1.86413  0.000
H  -0.01826  1.67766  0.78943  -0.017
H  2.91166  -0.20919  2.99939  -0.013

Summary:
- Strongest force on any atom: 0.63 eV/A
- E_LUMO (alpha / beta): -0.0147 / -0.0358 Eh
- Net charge: 0
- 2S+1: 3
- <S²>: 2.241
- Highest occupied orbital energy (alpha / beta): -6.878 / -6.866 eV
- Gap between HOMO and LUMO (alpha / beta): 6.477 / 5.891 eV
- Energy above the lowest of the compared OMol25 structures with the same formula, charge and spin: 15.60 kcal per mole


Entry 5:
Here is an isolated ion of composition C4H6N3O and charge +1 from the Open Molecules 2025 dataset. Energies are from ωB97M-V/def2-TZVPD.

Each line ends with the natural charge from an NBO analysis.
Element x y z (Å)
C  1.29035  -0.09552  -0.21802  0.700
C  -1.40701  -1.61029  0.01218  0.669
C  1.09728  1.00996  0.80370  -0.056
C  0.80803  2.21331  0.00690  -0.648
N  -1.05211  -0.54641  0.44844  -0.096
N  0.16230  -0.14943  0.57649  -0.315
N  -1.99288  -2.61454  -0.45064  -0.698
O  1.73120  -0.63985  -1.14595  -0.454
H  1.53167  1.13432  1.81720  0.264
H  0.17271  1.97576  -0.82285  0.226
H  1.83368  2.51485  -0.36616  0.257
H  0.37850  2.97217  0.64772  0.244
H  -2.09271  -2.84991  -1.41122  0.454
H  -2.46101  -3.31441  0.10220  0.454

Summary:
- Strongest force on any atom: 3.30 eV/A
- E_LUMO: -0.1684 Eh
- Net charge: +1
- Highest occupied orbital energy: -14.381 eV
- Gap between HOMO and LUMO: 9.798 eV
- Energy above the lowest of the compared OMol25 structures with the same formula, charge and spin: 89.88 kcal per mole